Arrangement i

# C2H8N2

An isolated molecule of C2H8N2 (ωB97M-V/def2-TZVPD, OMol25).

Element x y z (Å)
C (-1.532, 0.054, -0.289)
N (-0.399, -0.870, -0.116)
C (0.760, -0.297, 0.524)
N (1.319, 0.908, -0.059)
H (-1.517, 0.574, -1.242)
H (-2.459, -0.508, -0.193)
H (-1.504, 0.821, 0.482)
H (-0.108, -1.232, -1.019)
H (1.512, -1.087, 0.551)
H (0.521, -0.072, 1.571)
H (1.251, 0.963, -1.062)
H (1.128, 1.789, 0.383)

Results
* orbital gap: 0.360 Eh
* net charge: 0
* spin multiplicity: 1

Now the Mulliken charges, all in e: number 1, C, carries -0.703; number 2, N, carries -0.369; number 3, C, carries -0.527; number 4, N, carries -0.485; number 5, H, carries 0.241; number 6, H, carries 0.274; number 7, H, carries 0.280; number 8, H, carries 0.231; number 9, H, carries 0.271; number 10, H, carries 0.356; number 11, H, carries 0.193; number 12, H, carries 0.238

---

Arrangement ii

# C2H8N2

A cluster of 2 separate species, C2H8N2 in total (ωB97M-V/def2-TZVPD, OMol25).

Element x y z (Å)
H (1.989, -3.069, -0.362)
N (1.961, -2.223, -0.926)
C (1.931, -1.266, -0.096)
N (2.220, 0.067, -0.365)
H (1.816, -1.439, 0.982)
H (2.583, 0.699, 0.333)
H (1.615, 0.520, -1.015)
C (-2.817, 1.324, 0.298)
H (-2.205, 1.055, 1.155)
H (-2.846, 0.596, -0.502)
H (-2.413, 2.235, -0.149)
H (-3.834, 1.501, 0.646)

Results
* orbital gap: 0.380 Eh
* net charge: 0
* spin multiplicity: 1

Now the Mulliken charges, all in e: number 1, H, carries 0.270; number 2, N, carries -0.619; number 3, C, carries 0.161; number 4, N, carries -0.498; number 5, H, carries 0.244; number 6, H, carries 0.221; number 7, H, carries 0.221; number 8, C, carries -0.944; number 9, H, carries 0.218; number 10, H, carries 0.234; number 11, H, carries 0.232; number 12, H, carries 0.260

---

Arrangement iii

# C2H8N2

A cluster of 2 separate species, C2H8N2 in total (ωB97M-V/def2-TZVPD, OMol25).

Element x y z (Å)
C (2.144, -0.288, -0.530)
C (0.950, 0.201, -0.202)
N (0.275, -0.028, 0.993)
H (2.711, -0.912, 0.146)
H (2.577, 0.015, -1.469)
H (0.419, 0.897, -0.842)
H (0.598, -0.814, 1.529)
H (-0.727, 0.091, 1.005)
N (-2.579, 0.180, -0.191)
H (-3.324, -0.482, -0.362)
H (-1.705, -0.218, -0.481)
H (-2.798, 0.994, -0.750)

Results
* orbital gap: 0.337 Eh
* net charge: 0
* spin multiplicity: 1

Now the Mulliken charges, all in e: number 1, C, carries -0.897; number 2, C, carries 0.213; number 3, N, carries -0.508; number 4, H, carries 0.233; number 5, H, carries 0.235; number 6, H, carries 0.284; number 7, H, carries 0.179; number 8, H, carries 0.293; number 9, N, carries -0.685; number 10, H, carries 0.227; number 11, H, carries 0.216; number 12, H, carries 0.211

---

Bottom line: arrangement i, by a margin of 6.0 kJ/mol.

---

Arrangement i

# C2H8N2

An isolated molecule of C2H8N2 (ωB97M-V/def2-TZVPD, OMol25).

Element x y z (Å)
N (-0.904, 0.798, 1.725)
C (0.294, 0.348, 0.874)
C (0.027, -0.686, -0.513)
N (1.052, -0.325, -1.511)
H (-1.654, 0.775, 1.096)
H (-0.965, 0.051, 2.484)
H (1.234, 0.135, 1.366)
H (0.314, 1.194, -0.140)
H (-0.905, -0.386, -0.893)
H (-0.106, -1.846, -0.422)
H (0.913, -0.749, -2.369)
H (0.699, 0.690, -1.697)

Results
* orbital gap: 0.372 Eh
* net charge: 0
* spin multiplicity: 1

Now the Mulliken charges, all in e: number 1, N, carries -0.571; number 2, C, carries -0.302; number 3, C, carries -0.562; number 4, N, carries -0.626; number 5, H, carries 0.251; number 6, H, carries 0.240; number 7, H, carries 0.360; number 8, H, carries 0.095; number 9, H, carries 0.312; number 10, H, carries 0.308; number 11, H, carries 0.251; number 12, H, carries 0.245

---

Arrangement ii

# C2H8N2

A cluster of 2 separate species, C2H8N2 in total (ωB97M-V/def2-TZVPD, OMol25).

Element x y z (Å)
C (-0.117, 1.638, 1.984)
N (-0.708, 1.043, 1.047)
C (-1.161, 1.891, -0.066)
H (0.090, 2.711, 2.032)
H (0.118, 1.030, 2.858)
H (-1.705, 1.357, -0.837)
H (-0.225, 2.305, -0.462)
H (-1.807, 2.731, 0.213)
N (1.096, -3.766, -1.583)
H (1.839, -4.449, -1.480)
H (1.142, -3.565, -2.582)
H (1.440, -2.926, -1.125)

Results
* orbital gap: 0.398 Eh
* net charge: 0
* spin multiplicity: 1

Now the Mulliken charges, all in e: number 1, C, carries -0.258; number 2, N, carries -0.386; number 3, C, carries -0.759; number 4, H, carries 0.271; number 5, H, carries 0.257; number 6, H, carries 0.265; number 7, H, carries 0.321; number 8, H, carries 0.290; number 9, N, carries -0.656; number 10, H, carries 0.219; number 11, H, carries 0.218; number 12, H, carries 0.219

---

Bottom line: arrangement ii, by a margin of 164.4 kJ/mol.